Entry 1:
Computed, not measured: C44H63CrN6O4S as an isolated structure in a non-equilibrium geometry, with ωB97M-V/def2-TZVPD.

Computed properties:
strongest force on any atom	2.0	eV/Å
E_HOMO (alpha / beta)	-4.3 / -4.5	eV
charge	-1
lowest unoccupied orbital energy (alpha / beta)	2.38 / 2.36	eV
frontier orbital gap (alpha / beta)	0.246 / 0.253	Ha
spin multiplicity	5
ΔE to the lowest compared entry with this formula, charge and spin	0.000	eV

XYZ file:
```
119
Properties=species:S:1:pos:R:3:forces:R:3:lowdin_charge:R:1
C -0.8334 1.7537 -2.0337 0.13 -0.07 0.05 -0.073
H -0.3991 1.7866 6.8566 -0.02 0.01 -0.05 0.106
H -0.9511 1.5998 -5.5106 0.00 -0.01 -0.01 0.079
C 2.0714 -4.7141 -1.8203 -0.01 0.10 -0.03 -0.037
C -2.2923 3.1271 -0.6241 -0.05 -0.01 0.03 -0.186
H 0.3557 -5.3025 -3.7977 -0.02 0.00 -0.04 0.080
C 2.2776 2.5632 4.9332 0.05 0.04 -0.35 -0.292
C 3.2639 1.9076 5.6523 0.04 0.03 -0.05 -0.069
H 1.3578 -2.7490 2.0583 0.07 -0.04 0.04 0.117
N 0.1393 -0.4534 1.6799 0.30 0.11 0.15 -0.184
H 1.3766 0.0140 3.2959 0.06 0.25 0.06 0.101
H 4.9413 -0.6973 2.2204 -0.05 -0.03 0.01 0.095
H -1.7961 5.8157 -0.5197 0.01 0.01 -0.01 0.090
H -1.0852 -2.0797 2.1581 0.04 0.05 0.04 0.129
C 1.6096 1.1345 7.2263 0.01 0.06 -0.07 -0.334
C 1.8557 -1.9822 2.6499 -0.32 -0.06 0.16 -0.168
H -4.3310 3.7860 -2.4137 -0.01 -0.02 -0.02 0.072
H -2.3361 1.8215 -4.4396 0.00 0.03 -0.02 0.082
O 0.8318 0.3953 -0.9860 -0.12 0.03 -0.34 -0.197
H -3.9566 -2.0358 -3.5131 0.00 0.00 -0.04 0.081
H 1.2646 1.0774 -4.7379 -0.04 0.02 -0.02 0.080
N 2.6709 2.1987 2.4011 0.29 -0.44 -0.06 -0.094
C -0.9757 -2.0881 0.0344 0.14 0.06 -0.05 -0.104
C 1.0187 1.4817 -3.7508 -0.08 -0.02 0.06 -0.043
N 3.2721 3.7128 0.7752 0.21 0.34 -0.50 0.123
C 0.8925 -4.3661 -3.9661 0.02 0.01 0.05 -0.076
H -1.3250 -4.1764 -3.1685 0.00 0.03 0.02 0.089
C 4.0205 -0.8934 2.7720 0.01 0.20 -0.04 -0.079
H 4.6190 -2.4468 0.8059 0.03 -0.01 0.04 0.095
C 3.0348 2.4343 1.1401 -0.35 -0.17 -0.03 -0.433
C -2.2250 -2.4528 -0.4518 -0.05 0.03 -0.04 0.003
H 0.5838 1.5384 2.0364 0.14 0.02 0.11 0.090
H -3.3885 6.3726 -1.0696 0.00 0.00 -0.01 0.077
H -1.0745 3.0695 -4.5383 -0.01 -0.01 -0.01 0.082
H -3.1834 -3.4614 -4.2103 0.00 0.01 -0.03 0.076
H -4.9326 -3.4614 -3.9236 0.01 0.00 -0.02 0.078
H -0.6181 -0.6240 -4.5159 0.02 0.00 -0.01 0.086
H 2.0132 0.2165 8.9998 -0.01 0.03 0.03 0.079
C -2.6761 5.5425 -1.1047 -0.05 -0.02 0.04 -0.052
H 1.2582 2.5489 -3.7406 0.02 -0.02 0.00 0.085
H 1.8022 -4.6005 -4.5240 0.01 0.00 0.00 0.081
H 4.2887 1.9856 5.3118 0.02 -0.06 0.03 0.113
H 3.7037 0.6935 7.3703 0.02 -0.02 -0.05 0.104
C -1.8232 2.7039 -1.8685 -0.04 0.09 0.07 0.001
O 4.0320 3.9701 3.6380 0.03 -0.09 0.03 -0.331
C 1.2769 -3.6893 -2.6466 0.07 -0.07 0.08 -0.519
H 4.2461 -1.5217 3.6441 0.03 -0.01 -0.05 0.093
C -1.7787 2.4761 0.4810 -0.09 0.04 -0.01 0.002
N 1.2645 0.3700 8.3446 -0.01 -0.07 -0.03 0.081
C -0.9848 -1.3356 1.3562 0.14 -0.31 -0.19 -0.097
C -2.3855 -3.2219 -1.5907 -0.01 -0.01 0.07 -0.187
H -5.0052 2.9840 -0.9915 -0.02 -0.01 -0.02 0.087
H -5.8478 -3.5498 -1.6400 0.00 0.00 -0.01 0.078
H -4.4623 5.3705 0.9082 0.00 0.00 0.00 0.078
H -1.0673 1.0978 2.4512 0.01 0.02 -0.01 0.127
O 1.3870 -2.2383 -0.1254 0.18 0.04 -0.28 -0.239
C 0.2011 -2.4964 -0.6286 -0.40 -0.16 -0.15 -0.287
H 0.2221 3.0869 4.8117 -0.03 -0.06 0.01 0.111
S 2.6999 3.4486 3.4325 -0.09 -0.15 0.32 0.596
C -0.4721 1.2717 -3.4430 0.07 -0.10 -0.03 -0.520
H -4.8059 -3.5733 -0.2133 -0.01 0.03 0.02 0.083
C -1.2217 -3.5915 -2.2632 -0.09 -0.01 -0.01 -0.006
H 3.0693 -3.2865 0.6924 -0.02 0.05 0.06 0.055
H 3.5821 0.8639 -1.6803 -0.12 0.00 -0.11 0.109
C -3.7450 -3.6770 -2.1131 -0.09 -0.02 -0.06 -0.560
H 2.9435 -5.0676 -2.3795 -0.01 -0.01 -0.01 0.080
C -3.9678 -3.1271 -3.5304 0.00 -0.02 0.10 -0.050
C 3.4723 1.7002 -1.0003 -0.09 -0.27 0.09 -0.142
N 3.0591 -1.5620 1.8891 0.09 -0.15 0.18 -0.317
N 3.0943 1.3689 0.2447 0.72 1.82 0.53 0.011
H 0.4104 0.6522 8.7959 0.00 0.01 0.05 0.079
H -0.2701 -0.7846 -2.7810 0.00 -0.06 0.03 0.061
H -2.1597 2.7086 1.4697 0.07 0.00 0.01 0.102
H -4.2335 3.6709 1.3383 0.01 0.01 0.05 0.083
H 1.4409 -5.5718 -1.5744 0.01 -0.01 -0.01 0.088
C 0.6268 1.8149 6.5065 0.07 -0.05 0.10 -0.038
H -3.6318 -5.6213 -1.1519 0.01 -0.01 0.00 0.086
H -2.2676 3.1450 -2.7520 0.05 0.00 0.04 0.086
O 1.6287 4.3934 3.2231 -0.06 -0.07 -0.03 -0.328
H -4.7700 -5.5551 -2.5105 0.01 -0.01 -0.01 0.077
C 2.9354 1.1964 6.7931 -0.05 0.00 0.05 -0.040
C -1.2618 1.9927 -4.5398 -0.01 -0.02 0.06 -0.080
C -4.8992 -3.1927 -1.2322 0.09 0.01 -0.05 -0.075
H -4.9352 -2.1022 -1.1990 -0.02 0.00 0.05 0.085
C 3.7348 -2.7559 1.3646 -0.04 -0.19 -0.22 -0.082
C 0.0495 -3.2447 -1.8395 0.15 0.13 0.10 -0.092
H -2.8961 4.8243 1.5204 -0.02 -0.01 0.04 0.085
C -0.2697 0.9546 1.7021 -0.07 0.16 0.01 -0.133
H 0.2754 -3.7103 -4.5843 0.01 -0.02 -0.02 0.083
H 2.4112 -1.9021 -2.1252 0.01 0.02 0.04 0.061
C -3.3099 4.2611 -0.5405 -0.08 0.03 -0.02 -0.562
H -1.8953 -0.3572 -3.3113 0.00 -0.03 -0.02 0.086
C -0.7687 1.5238 0.3886 0.08 -0.25 -0.18 -0.106
C -4.5650 3.9139 -1.3564 0.06 0.03 0.05 -0.057
H -5.3101 4.7101 -1.2687 0.00 0.00 -0.02 0.076
Cr 2.0604 -0.3789 0.3216 -0.87 -1.16 -0.06 0.781
H 1.6708 -1.8470 -3.7258 0.02 0.03 -0.01 0.077
C -3.7476 4.5442 0.8983 0.05 -0.05 -0.08 -0.076
C 0.8526 -0.8518 2.9024 0.02 -0.15 -0.07 -0.154
H 3.9463 3.1966 -2.4607 0.03 -0.04 0.00 0.095
H 2.4094 -4.2568 -0.8957 0.01 -0.03 0.04 0.052
H -3.0922 -2.1174 0.1078 -0.01 0.01 -0.03 0.105
H -1.9001 -0.7349 1.3720 0.00 -0.04 0.06 0.124
H 3.6297 0.0586 3.0917 -0.16 0.36 0.21 0.052
H 2.1533 -2.4224 3.6131 0.09 0.06 -0.03 0.127
H 1.6245 0.9802 -3.0045 0.07 -0.02 0.03 0.050
C -3.7950 -5.2125 -2.1510 -0.01 0.06 -0.02 -0.055
C -0.2047 1.1911 -0.8714 -0.24 0.24 0.18 -0.255
C 0.9640 2.5291 5.3699 -0.04 0.07 -0.12 -0.064
H -2.3623 5.4024 -2.1399 0.00 0.01 -0.01 0.075
C -0.8315 -0.2205 -3.5201 0.06 0.08 0.00 -0.033
C 3.6975 2.9847 -1.4320 0.18 -0.20 -0.33 -0.067
H 3.7083 5.0270 -0.7193 0.02 0.03 -0.04 0.110
C 2.1754 -2.4933 -3.0053 -0.08 -0.03 0.00 -0.033
H 3.1092 -2.8485 -3.4524 -0.02 -0.01 -0.03 0.083
H -3.0269 -5.6174 -2.8111 0.01 -0.02 0.01 0.074
H 4.0439 -3.4253 2.1785 0.02 0.07 0.06 0.096
H 0.1509 -1.1967 3.6782 0.01 0.06 0.00 0.127
C 3.5683 3.9784 -0.4766 -0.11 -0.07 0.50 -0.122
```
Positions in Å, forces in eV/Å.

=====

Entry 2:
Computed, not measured: C44H63GeNO4Se2Ti as an isolated structure, with ωB97M-V/def2-TZVPD.

Computed properties:
strongest force on any atom	0.5	eV/Å
E_HOMO	-8.3	eV
lowest unoccupied orbital energy	-0.39	eV
frontier orbital gap	0.291	Ha
ΔE to the lowest compared entry with this formula, charge and spin	0.079	eV

XYZ file:
```
116
Properties=species:S:1:pos:R:3:forces:R:3:lowdin_charge:R:1
H -0.8381 2.3856 3.8470 0.00 0.00 0.00 0.064
C 1.3893 -4.7262 4.5571 0.00 -0.02 -0.02 -0.061
Se -0.8998 3.5380 -0.2036 -0.21 -0.31 0.09 0.378
C 2.2467 0.7181 -2.2780 0.03 0.03 0.02 -0.515
H -0.7645 6.4783 -4.4476 0.03 0.00 0.02 0.108
C -4.3496 0.0348 0.4421 0.01 -0.03 -0.09 -0.436
C -5.0243 1.2567 2.3130 -0.08 0.02 -0.07 -0.081
H -2.8717 4.1263 -4.1630 -0.02 0.04 0.00 0.064
H 1.6764 2.3446 -3.5805 0.01 -0.01 0.00 0.086
C -0.7491 4.4113 -3.8583 0.02 -0.09 -0.02 -0.323
H -2.1424 2.1265 -5.1511 -0.01 -0.01 -0.01 0.085
C 3.4980 0.5075 -3.1340 0.01 0.03 -0.01 -0.065
H -2.4926 5.3960 -3.0170 0.06 0.01 0.04 0.068
H 0.2402 -3.5094 2.6663 -0.01 0.01 -0.01 0.098
H 3.2023 -1.8097 -2.6339 0.01 0.01 0.01 0.085
H 2.3111 2.6970 5.6830 0.00 0.00 0.00 0.086
C 1.6490 -5.3773 -2.4001 -0.01 -0.01 0.00 -0.046
C 3.4813 -3.4651 4.0554 0.02 0.00 0.01 -0.037
H 2.7560 -3.9691 6.6848 0.00 0.00 0.00 0.084
H 1.2281 -4.9971 -3.3326 0.01 0.00 0.00 0.092
H -6.8959 -1.2643 1.0195 0.00 0.00 0.00 0.122
H 2.0806 3.3988 3.4022 -0.01 0.00 0.00 0.090
H 0.3653 1.7893 -2.5472 0.05 0.01 0.00 0.038
Ge -2.5359 3.1427 -1.8911 -0.03 -0.02 -0.11 0.593
C 2.0973 -3.3773 4.7151 -0.01 0.00 0.00 -0.554
H 1.3098 -2.9521 6.7042 -0.01 0.00 -0.01 0.094
H 0.3647 -4.6854 4.9319 0.00 0.00 0.00 0.095
C 0.5353 -0.6574 -0.9627 -0.18 -0.07 0.02 -0.292
H 1.1769 6.3381 -6.0327 -0.01 0.00 0.00 0.066
H -4.2680 1.9504 -3.7310 0.01 0.01 0.00 0.092
C -6.9918 0.9806 3.5921 -0.03 -0.02 0.00 -0.063
H -8.3251 -0.5639 2.9478 0.00 -0.01 -0.01 0.105
C -3.7050 1.7360 1.8109 -0.04 0.02 0.10 -0.441
C -2.1876 4.4017 -3.3532 -0.03 0.01 0.01 -0.352
C 0.1005 -1.8709 -0.4225 0.10 0.01 -0.05 -0.385
H -1.1133 5.3636 -5.7500 -0.01 0.01 0.01 0.109
H 2.3600 -5.0931 0.2552 0.00 0.00 0.00 0.074
H 1.6429 5.7175 -4.4487 -0.01 0.01 0.01 0.072
H -7.6297 1.2604 4.4203 0.00 0.00 0.00 0.105
H 1.7535 1.1342 6.2765 0.00 0.01 0.00 0.089
H 4.0271 -2.5266 4.1700 0.00 0.00 0.00 0.087
H 4.0727 -4.2627 4.5120 0.00 0.00 0.00 0.087
C 0.0291 -0.1371 2.7347 -0.06 0.08 -0.04 -0.276
C 1.1827 1.6065 4.2184 0.02 0.01 0.01 -0.524
C -5.4171 0.2235 1.4794 -0.02 0.00 -0.01 -0.082
H 3.8655 -4.2089 -0.0066 0.00 0.00 -0.01 0.088
O -0.1887 0.4514 -0.6999 -0.23 0.22 0.23 -0.292
H -0.0514 4.5044 -3.0195 -0.03 0.06 0.02 0.082
C 2.1512 1.6550 5.4029 0.02 0.01 0.03 -0.070
H -2.8277 0.5865 -1.7993 0.00 0.02 0.05 0.028
H 1.9271 -5.4895 5.1219 0.01 0.01 0.00 0.085
C -2.7794 1.2362 -5.1177 0.02 0.03 -0.02 -0.264
C -0.4735 5.5136 -4.8742 -0.04 -0.01 -0.03 -0.275
H 1.3616 -5.0571 3.5179 0.00 0.01 0.00 0.073
H 3.1251 1.2268 5.1562 0.00 0.01 -0.01 0.087
H -5.4784 2.4668 4.0305 0.00 0.00 0.00 0.123
C -7.3879 -0.0590 2.7526 -0.01 0.00 0.02 -0.063
H -0.5205 3.4432 -4.3195 0.02 0.02 0.02 0.089
C -1.9367 -0.0030 -5.3996 0.01 -0.02 -0.01 -0.101
Ti -1.3292 1.2307 0.4857 0.28 -0.30 0.05 0.745
H -3.5169 1.3597 -5.9153 -0.01 -0.02 0.01 0.107
C -0.1970 -1.4543 2.3427 0.07 0.02 0.10 -0.379
O -0.6392 0.8585 2.0950 0.04 0.25 -0.33 -0.237
C 3.1644 -4.9125 -0.4602 0.00 -0.02 0.02 -0.046
H -1.5181 1.0215 -2.8751 -0.06 0.00 0.03 0.033
H -1.4691 0.0510 -6.3837 0.01 0.01 0.00 0.072
C 0.9099 0.1645 3.7833 -0.04 -0.11 0.01 -0.073
H 2.9305 2.5927 -1.4288 0.03 -0.01 -0.01 0.093
H 3.2866 -0.0827 -4.0285 0.00 0.00 0.00 0.091
C 2.3216 -1.8237 -2.0120 0.00 0.02 -0.03 0.043
C -2.5296 1.2932 -2.5742 -0.02 0.02 -0.10 -0.335
O -4.3299 -0.7831 -0.4459 -0.01 0.02 0.02 0.080
H 1.2796 4.5992 -5.7602 0.00 0.00 0.00 0.070
H -4.0382 0.2257 -3.7004 0.01 -0.01 0.00 0.110
H -2.5535 -0.9039 -5.3712 -0.01 0.00 -0.01 0.077
H 1.1663 2.4845 2.2087 -0.02 -0.01 -0.03 0.054
C 1.8893 -3.0482 -1.5151 -0.01 -0.02 0.00 -0.159
H 1.8138 1.7259 -0.3827 0.00 0.02 -0.03 0.051
H 3.3896 -3.6731 2.9873 -0.01 0.00 0.00 0.080
H -0.5902 1.7300 5.4710 0.00 0.00 0.00 0.094
C 1.2145 1.4573 -3.1408 0.01 0.00 0.03 -0.040
O -2.9740 2.5910 2.2681 -0.06 -0.09 0.10 0.048
N -3.3611 0.9828 0.6985 0.54 0.06 -0.05 -0.001
H 4.5575 -3.5141 -2.3439 0.00 0.00 0.01 0.086
C -5.7957 1.6596 3.3842 0.02 0.00 -0.03 0.008
C 1.5282 -0.9190 4.4001 0.04 0.03 -0.04 0.039
H 3.4693 -3.7874 -3.7139 0.00 -0.01 0.00 0.090
C 2.2726 -3.1106 6.2150 0.00 0.00 0.01 -0.054
C 2.6398 1.5988 -1.0806 0.00 0.02 0.02 -0.027
H 2.1684 -6.3138 -2.6146 0.00 0.00 0.00 0.085
H -3.9235 3.4267 -1.2808 0.01 0.00 -0.01 -0.022
C 0.4396 -2.4989 2.9948 -0.01 -0.04 0.01 -0.050
H 2.9021 -2.2421 6.4101 -0.01 0.01 0.00 0.075
H 4.3013 0.0223 -2.5766 -0.01 -0.01 0.01 0.086
H 0.8217 -5.6034 -1.7263 0.00 0.01 0.00 0.077
H 4.2686 -5.1499 -2.9289 0.00 0.00 0.00 0.086
H 2.7520 1.9045 2.7369 -0.01 0.00 0.00 0.093
C -0.1212 2.2909 4.6590 -0.01 -0.01 0.00 -0.026
H 3.4853 1.1627 -0.5437 -0.01 -0.02 0.00 0.093
C 3.7959 -4.1827 -2.7499 0.01 0.01 -0.01 -0.066
H 3.8681 1.4814 -3.4589 -0.01 0.00 0.00 0.088
H 0.1039 3.2931 5.0307 0.00 0.00 -0.01 0.089
C -6.6012 -0.4569 1.6763 0.03 0.03 0.00 0.006
H 3.6853 -5.8585 -0.6250 0.00 0.00 -0.01 0.086
H 0.3967 -3.9715 -0.2629 0.00 0.01 0.00 0.105
H 2.2156 -0.7156 5.2068 -0.01 0.00 -0.01 0.092
C 1.6848 -0.6068 -1.7581 0.00 -0.08 -0.01 -0.069
C 1.8302 2.3905 3.0650 0.00 -0.01 0.01 -0.027
C 1.3183 -2.2494 4.0379 -0.01 -0.02 -0.01 -0.158
H 0.8565 0.8222 -3.9558 0.02 0.01 0.02 0.088
Se -1.3352 -1.8232 0.8383 -0.11 0.13 0.05 1.228
C 0.7608 -3.0510 -0.7020 0.00 0.00 0.01 -0.057
H -1.1399 -0.1304 -4.6639 -0.03 -0.01 0.00 0.050
C 2.6223 -4.3615 -1.7869 0.00 0.01 0.00 -0.557
C 0.9865 5.5484 -5.3051 0.03 -0.01 -0.01 -0.117
C -3.4961 1.1732 -3.7695 -0.02 0.00 0.02 -0.270
```
Positions in Å, forces in eV/Å.

=====

- What is the strongest force on any atom in the second record?
  0.5 eV/Å